{"formula": "C38H102NNiO14", "method": "the ωB97M-V functional and the def2-TZVPD basis", "species": ["Ni", "C", "C", "C", "C", "C", "C", "N", "O", "C", "C", "C", "H", "H", "H", "H", "H", "H", "H", "H", "H", "H", "H", "H", "H", "H", "H", "H", "H", "H", "C", "C", "C", "O", "H", "H", "H", "H", "H", "H", "H", "H", "C", "C", "C", "O", "H", "H", "H", "H", "H", "H", "H", "H", "C", "C", "C", "O", "H", "H", "H", "H", "H", "H", "H", "H", "C", "C", "C", "O", "H", "H", "H", "H", "H", "H", "H", "H", "C", "C", "C", "O", "H", "H", "H", "H", "H", "H", "H", "H", "C", "C", "C", "O", "H", "H", "H", "H", "H", "H", "H", "H", "C", "C", "C", "O", "H", "H", "H", "H", "H", "H", "H", "H", "C", "C", "C", "O", "H", "H", "H", "H", "H", "H", "H", "H", "C", "O", "H", "H", "H", "H", "C", "O", "H", "H", "H", "H", "C", "O", "H", "H", "H", "H", "C", "O", "H", "H", "H", "H", "C", "O", "H", "H", "H", "H"], "positions_angstrom": [[11.471253, -7.551146, 21.598698], [11.678389, -11.976626, 21.744333], [12.942451, -11.557349, 22.567533], [13.854887, -12.865427, 22.754154], [14.742359, -13.101540, 21.539170], [15.504465, -11.836003, 21.015136], [14.612782, -10.556028, 20.867983], [13.727338, -10.343328, 22.037451], [12.920004, -9.117568, 22.000689], [13.947038, -10.827793, 19.467878], [15.717217, -9.412941, 20.899879], [12.462650, -11.348642, 24.024331], [10.840355, -12.513387, 22.188933], [11.940359, -12.595563, 20.886203], [11.239181, -11.128710, 21.218736], [13.143671, -13.691422, 22.754622], [14.402132, -12.923720, 23.695022], [14.112689, -13.342432, 20.682677], [15.478575, -13.896298, 21.659330], [16.075649, -11.945943, 20.093316], [16.296583, -11.718468, 21.754609], [14.663052, -11.205305, 18.737874], [13.424594, -9.932802, 19.130030], [13.169904, -11.583169, 19.584353], [16.532831, -9.737628, 20.253771], [16.185820, -9.151871, 21.848743], [15.239330, -8.484730, 20.586591], [11.817457, -10.472576, 24.090079], [13.357832, -11.078840, 24.584646], [12.080484, -12.238613, 24.524336], [19.016087, -5.928818, 18.409822], [18.702881, -6.548655, 19.700187], [19.861637, -7.080109, 20.551058], [18.085271, -5.491132, 20.449310], [19.720657, -6.444114, 17.757020], [19.471059, -4.938498, 18.390784], [18.041640, -5.728088, 17.964565], [18.022773, -7.364423, 19.455084], [20.458175, -7.775057, 19.960060], [19.650856, -7.593042, 21.489451], [20.518375, -6.262883, 20.849260], [18.750447, -4.823264, 20.631248], [10.665475, -7.761422, 27.860398], [12.060863, -8.128894, 27.484479], [12.470754, -9.606619, 27.801961], [12.151164, -7.994604, 26.047168], [10.399642, -8.291978, 28.774702], [9.904960, -7.922901, 27.096430], [10.614647, -6.737025, 28.229341], [12.738158, -7.470273, 28.028166], [12.098788, -10.292299, 27.040661], [12.179019, -9.920355, 28.804244], [13.555048, -9.549488, 27.897568], [12.847514, -8.634411, 25.881801], [16.240971, -6.996245, 25.752527], [15.847049, -8.139401, 24.757340], [16.134681, -9.520933, 25.393785], [14.597811, -7.855418, 24.332488], [16.089710, -6.067949, 25.201639], [17.294691, -7.052886, 26.025616], [15.662680, -7.033716, 26.675705], [16.551425, -7.989642, 23.939101], [16.929904, -9.696457, 26.118298], [16.332487, -10.223237, 24.584002], [15.205120, -9.973108, 25.739528], [14.426382, -8.470138, 23.615320], [18.994558, -11.620025, 19.353180], [20.403185, -11.088690, 19.328207], [21.278593, -11.828441, 20.369146], [20.847600, -11.491580, 18.105969], [18.946881, -12.708929, 19.363594], [18.441879, -11.279444, 18.477595], [18.475344, -11.221568, 20.224815], [20.516696, -10.021158, 19.516824], [22.267611, -11.422074, 20.580822], [21.573196, -12.843549, 20.102932], [20.885862, -11.829337, 21.385936], [20.384354, -10.853596, 17.558272], [15.416844, -16.600272, 16.980463], [16.499149, -15.708265, 17.561416], [16.861635, -16.118044, 19.042264], [17.723742, -15.949399, 16.968271], [14.491207, -16.513886, 17.549535], [15.697509, -17.653240, 16.956337], [15.042274, -16.248653, 16.019139], [16.342094, -14.638122, 17.426419], [17.152791, -17.131366, 19.318869], [16.118961, -15.679183, 19.708554], [17.739094, -15.528739, 19.308483], [18.376808, -15.502215, 17.511520], [17.875161, -13.252195, 24.223920], [17.499730, -14.550907, 24.999832], [16.773862, -14.240627, 26.247681], [16.566873, -15.210269, 24.222827], [18.550861, -12.567616, 24.736645], [16.978611, -12.686148, 23.971154], [18.328993, -13.439885, 23.250828], [18.441766, -15.083014, 25.132270], [15.701723, -14.051665, 26.193650], [17.237449, -13.473917, 26.868442], [16.566835, -15.096128, 26.890619], [15.768784, -14.681859, 24.149078], [12.580472, -13.288816, 17.194210], [11.566122, -14.407232, 17.587440], [11.246922, -14.441709, 18.978313], [10.367251, -14.049898, 16.948273], [12.109122, -12.366779, 16.853956], [13.260822, -13.599091, 16.401136], [13.249822, -13.029966, 18.014623], [11.811690, -15.390948, 17.187324], [10.710815, -13.542945, 19.283143], [12.193550, -14.584811, 19.499384], [10.548488, -15.209003, 19.312285], [9.721050, -14.754661, 17.033862], [8.169898, -12.954424, 21.001946], [7.134002, -14.152483, 20.992704], [6.247705, -13.998635, 19.769945], [7.811021, -15.379912, 21.003788], [9.083429, -13.206691, 21.540407], [7.794192, -11.991483, 21.347901], [8.491311, -12.827939, 19.968113], [6.482510, -14.093299, 21.864584], [5.484874, -14.775660, 19.720748], [6.867422, -13.854170, 18.884964], [5.793996, -13.029960, 19.979510], [7.894016, -15.573669, 20.067217], [13.394405, -5.084452, 22.799831], [12.886067, -6.398292, 22.979572], [12.940981, -4.428715, 23.543147], [14.472185, -5.067447, 22.961753], [13.163633, -4.740991, 21.791429], [13.467192, -6.853648, 23.593205], [9.821947, -9.376454, 19.543139], [9.930103, -8.164995, 20.334741], [9.282905, -9.172088, 18.618052], [10.805946, -9.779478, 19.303516], [9.154035, -10.081733, 20.037680], [9.078207, -7.729403, 20.413040], [12.806137, -7.237305, 18.728097], [12.664053, -6.824540, 20.069376], [12.164034, -8.051218, 18.391422], [12.372470, -6.559361, 17.992956], [13.859959, -7.415860, 18.514401], [13.054111, -5.947370, 20.075415], [9.452298, -8.244424, 23.959479], [10.750927, -8.009122, 23.524492], [9.525147, -8.954700, 24.783063], [9.072931, -7.307909, 24.368274], [8.695488, -8.516351, 23.223684], [11.212889, -7.688859, 24.302703], [13.189826, -13.299966, 26.853451], [13.414820, -12.775468, 28.141612], [12.192741, -13.051435, 26.489929], [13.873726, -12.781028, 26.181818], [13.579817, -14.294172, 26.635367], [13.378247, -13.506430, 28.762865]], "forces_ev_per_angstrom": [[1.3104, -1.0361, 0.8436], [0.6441, 0.5791, -1.7058], [-0.5149, -1.4939, 1.2504], [-0.2105, 0.7963, -1.7408], [0.4696, 0.9881, -1.8083], [-0.3821, -0.5002, 2.5136], [2.1897, -0.4956, 0.0629], [-2.5836, 0.3620, 0.0864], [1.8384, -2.2832, 0.1104], [-0.6610, 1.1132, 1.2384], [-1.4866, -0.0323, -0.8764], [1.0747, 1.6642, -0.3150], [0.5244, 0.1653, 0.9002], [0.3455, -0.2968, 0.1191], [-0.0669, 0.4728, 0.4208], [-0.1014, -0.0345, 0.3028], [0.0792, 0.5803, 0.0653], [-0.3161, -0.6765, 0.0990], [-0.1743, -0.1697, 0.1544], [-0.4382, -0.4562, -0.1297], [0.0877, 0.6914, 0.3084], [0.0041, 0.3825, 0.0474], [0.1689, 0.0729, -0.3219], [0.1479, -0.0475, 0.0736], [-0.1045, 0.3799, -0.3377], [-0.3822, -0.7029, 0.4336], [0.2641, 0.1635, -0.4519], [-0.4440, -0.2230, 0.0683], [0.1334, 0.1094, 0.2570], [-0.3353, 0.0657, -0.5864], [0.8002, 0.9134, -2.1566], [0.9994, 0.4295, 1.9849], [0.6636, -0.1614, -0.6092], [-1.4542, -0.6932, 0.4789], [-0.5062, -0.7104, -0.1890], [0.1489, 0.2241, 0.9706], [0.1506, -0.3044, -0.6222], [-0.5538, 0.1465, 0.7093], [0.1695, -0.0172, -0.0553], [-0.7701, 0.0154, -0.1577], [0.1219, 0.1942, -0.2329], [0.1754, -0.0531, -0.0955], [-0.6906, 0.4341, 1.4729], [-0.6724, -1.3996, -0.2884], [0.1819, 1.5657, 0.6550], [0.5379, 0.0954, 0.5574], [-0.2601, -0.3934, -0.1297], [0.1975, -0.1337, 0.0002], [-0.0727, 0.3226, -0.5582], [0.3022, 0.1563, -0.3475], [0.1541, -0.0694, 0.1140], [-0.4026, -0.0309, -0.1326], [0.2211, -0.6596, -0.5812], [0.3534, 0.2069, -1.0179], [-0.0717, -0.6353, -0.7288], [4.4516, 1.2940, 2.8873], [-1.3695, -0.9975, -1.4429], [-2.1953, -0.7853, -0.5784], [-0.1112, 0.2248, 0.3603], [-0.0004, -0.1220, -0.0842], [-0.2067, 0.0970, -0.1037], [0.1324, -0.2358, -0.3402], [-0.0977, 0.8143, 0.0461], [0.3972, -0.0825, -0.3218], [-0.1974, 0.2969, 0.7356], [-0.6579, -0.4776, -0.6296], [-1.1118, 0.8837, 1.1262], [0.4527, -2.1420, 2.7125], [0.6825, 0.2017, 0.8363], [1.4189, 0.7602, -2.4154], [0.2834, 0.0454, 0.0653], [-0.0387, 0.0978, -0.1398], [-0.3002, -0.1999, 0.2127], [-0.3426, 0.2303, -0.1621], [0.0816, 0.8016, -0.6509], [-0.7848, -0.1976, -0.3463], [-0.6777, -0.1770, -0.1076], [0.3123, -0.3338, -1.1173], [-0.7326, 0.7117, -0.1367], [0.7541, -1.7909, 2.1497], [-1.0475, 2.2362, 0.3484], [1.4889, -0.4699, -2.4012], [0.1277, -0.0790, 0.6339], [0.1746, 0.1723, -0.1184], [0.6317, -0.1984, -0.4518], [-0.9165, 0.1476, 0.5532], [-0.6403, -0.1967, -0.7033], [-0.3539, -0.5764, 0.4205], [0.2841, 0.1843, -0.0161], [0.2027, -0.0764, -0.2538], [0.1275, 0.1861, -0.0289], [-0.1474, 2.6635, -0.9601], [-0.3835, 0.0261, 2.8186], [-0.1667, -2.2956, -1.7059], [0.0141, -0.1121, 0.3234], [-0.3297, 0.0792, 0.2756], [0.1375, -0.5055, 0.0433], [-0.4601, -0.6819, 0.0386], [0.0628, 1.1017, -1.1804], [-0.0249, 0.0438, 0.0362], [1.1448, -0.6295, 0.1526], [0.0987, 0.1496, 0.1186], [0.5100, -0.7631, 0.1580], [-0.0926, 0.8125, -2.6075], [0.2621, -0.2456, 3.2107], [-1.3231, 0.7205, -1.5549], [-0.3893, -0.1973, 0.1405], [-0.2144, -0.1720, -0.1983], [-0.1661, -0.1302, 0.1936], [0.8192, -0.0497, 0.1401], [0.5436, 0.4251, 0.0017], [-0.1445, 0.1049, 0.7625], [0.1645, -0.5379, -0.3647], [0.0242, -0.1307, -0.0007], [-0.2055, -0.9428, -0.3330], [0.4373, 1.5117, 0.1303], [0.1268, 0.7962, 0.9743], [0.1346, -0.1970, -0.1819], [-0.3265, -0.1357, 0.2906], [-0.2622, -0.1311, 0.1413], [0.0622, 0.1624, -0.2066], [0.2205, -0.1692, 0.2615], [0.1426, 0.0634, -0.3145], [-0.1914, -0.4261, -0.2804], [-0.5543, 0.0280, -0.5085], [0.3150, -0.5697, -0.0316], [0.0189, -0.0454, 0.4649], [-0.8404, 0.4061, -0.9618], [-0.0639, 0.2574, -0.1851], [0.0680, -0.0009, -0.2009], [-0.0033, 0.1231, 0.0937], [0.3547, -0.3362, 0.3981], [-1.0754, 0.1696, -0.2177], [0.5426, -0.1547, -0.0570], [0.3173, 0.3684, -0.2271], [-0.1106, 0.1354, 0.4253], [0.5432, -0.2922, 0.3814], [-0.1201, -0.0977, -0.1090], [-0.3556, -0.3066, -1.7867], [-0.4726, 0.1395, -0.2254], [0.3469, -0.8401, 1.2049], [0.4956, 1.1323, 0.2918], [-0.1682, -0.2064, -0.1496], [-0.0079, 0.1395, 0.5650], [-1.2063, 0.5677, 1.4862], [0.2198, -0.0809, -1.8664], [-0.5321, -0.2936, -0.1300], [-0.2682, 0.0831, 0.2817], [0.7137, -0.4655, -0.4210], [0.8129, 0.1477, 0.3525], [1.0708, 1.0115, -1.0774], [0.0511, -0.5561, 0.2288], [-0.1982, -0.6696, 0.1539], [-0.0593, 0.7165, -0.0902], [-0.8781, -0.6276, 0.7281], [-0.0584, 0.0822, 0.2060]], "total_charge": 1, "e_homo_ev": [-10.861, -9.545], "e_tot_ha": -4124.8840, "lumo_energy_ev": [-2.38, -3.50], "spin_multiplicity": 3, "fmax_ev_per_a": 5.46}